Entry 1:
C23H41BrN3O8P as an isolated structure in a non-equilibrium geometry, computed with ωB97M-V/def2-TZVPD.

electronic energy	-4582.46375	Ha
lowest unoccupied orbital energy	-0.72	eV
F_max	4.23	eV/Å
M	598.5	g/mol

Structure (XYZ):
```
77
Properties=species:S:1:pos:R:3:forces:R:3:mulliken_charge:R:1
C -5.149033 8.021368 2.408414 0.8064 0.3076 -0.6106 -1.0589
C -3.612376 7.866431 2.305113 -0.5955 -0.5429 0.0493 -0.2093
O -3.080803 8.387459 1.083988 0.3033 -0.3284 0.4655 -0.4377
C -2.397384 7.381719 0.328023 -0.9233 0.6578 -0.5185 -0.6325
C -3.453191 6.558342 -0.455835 1.0300 -0.1570 -0.3283 -0.3093
O -3.374225 5.162933 -0.168422 -0.4642 0.2505 -0.2687 -0.2616
C -4.199308 4.500004 -1.115265 -0.3713 0.0968 0.5723 -0.4433
C -4.457896 3.016010 -0.771542 0.5256 -0.0051 -0.5894 -0.4418
O -3.540698 2.487846 0.175850 -0.2763 -0.2648 -0.0859 -0.3158
C -3.708680 1.082008 0.160563 -0.3857 0.5652 0.2278 -0.6699
N -2.975283 0.439192 1.258335 -1.3417 -1.3866 -1.1189 0.3936
C -2.790157 -0.989998 0.820981 1.1117 -0.2330 0.4549 -0.6427
C -1.526322 -1.155654 -0.045574 -0.4233 -0.5478 0.1030 -0.6916
C -0.218128 -0.945293 0.748952 -0.1535 0.5805 -0.2463 -0.9471
P 0.029205 -2.184594 2.071935 0.4692 0.6557 -0.2444 0.7887
O -0.890996 -3.321963 2.011521 -0.4278 -0.3010 -0.0171 -0.7509
O 1.581955 -2.695999 1.888595 -1.4834 0.2551 0.3467 -0.3155
C 1.693067 -4.128564 1.862722 2.4823 -1.1544 -0.5008 -0.1009
C 3.221793 -4.429876 1.621623 -1.1951 1.1981 0.4167 -1.3125
O -0.052244 -1.352266 3.465428 1.1886 -0.7532 -1.2460 -0.2400
C 0.720510 -1.969477 4.522696 -0.5452 0.7986 1.5278 -0.1215
C 0.624125 -1.056163 5.759260 0.3994 -0.0905 -0.3153 -1.3736
C -3.801314 0.338942 2.427659 -0.6502 -0.4379 -2.5720 0.4758
O -3.555727 0.876845 3.409191 1.0615 1.8604 3.6445 -0.4741
O -4.977885 -0.433137 2.314742 0.7479 -0.5051 -0.2457 -0.4002
Br -5.021280 -1.620689 3.717477 -0.3581 0.1416 -0.2293 0.0599
H -5.452227 7.826487 3.445178 -0.1365 0.0663 -0.3645 0.3687
H -5.425311 9.036948 2.085022 -0.0275 -0.2611 0.3694 0.2663
H -5.624021 7.321339 1.706209 -0.0339 0.1264 0.3971 0.2286
H -3.410378 6.780582 2.327708 0.1391 0.3823 0.3106 0.2441
H -3.124580 8.355586 3.163892 -0.0386 -0.1232 -0.3266 0.3714
H -1.736922 6.769655 0.958122 -0.2416 0.0009 -0.2225 0.3625
H -1.807131 7.945896 -0.408509 0.0439 -0.2383 0.3660 0.2847
H -3.250573 6.688840 -1.539511 -0.1632 0.0022 0.3190 0.2867
H -4.454895 6.974460 -0.262419 0.2056 -0.2302 0.0890 0.3265
H -3.769243 4.620136 -2.127180 -0.0819 -0.1404 0.3197 0.3122
H -5.186313 5.006776 -1.098436 0.2913 -0.2085 -0.3061 0.2714
H -4.316771 2.444903 -1.714676 -0.3256 0.2081 0.2587 0.2544
H -5.501509 2.863433 -0.443903 0.3379 0.0562 0.0877 0.3562
H -4.796310 0.866173 0.256567 0.3555 -0.0838 -0.2282 0.3817
H -3.350310 0.686179 -0.804770 -0.0387 -0.0006 0.3354 0.2837
H -2.603585 -1.576830 1.738101 -0.2161 0.1134 -0.3438 0.5110
H -3.695772 -1.421642 0.366246 0.2700 0.2855 -0.0812 0.2784
H -1.546046 -2.186563 -0.437799 0.0024 0.3200 0.1290 0.3957
H -1.550732 -0.496208 -0.927088 0.1083 -0.0593 0.3499 0.4596
H -0.219191 0.080681 1.151370 0.0728 -0.4069 0.1132 0.4551
H 0.615446 -0.997039 0.031595 -0.0650 -0.1395 0.4351 0.4532
H 1.449209 -4.601598 2.823131 -0.5092 0.3346 -0.3260 0.3271
H 1.147633 -4.580205 1.025780 -0.3541 0.3200 0.4501 0.3240
H 3.728411 -4.054038 2.522641 0.2189 -0.4230 -0.3239 0.3695
H 3.403971 -5.494648 1.439414 0.0040 0.3070 0.1085 0.3494
H 3.545321 -3.800461 0.780756 0.0707 -0.4481 0.0845 0.2996
H 1.787563 -2.060748 4.281138 -0.4286 -0.1477 -0.3909 0.2434
H 0.259006 -2.939422 4.764183 0.3678 0.1182 -0.1998 0.3278
H 0.992106 -0.043232 5.536557 -0.1300 -0.3300 -0.1218 0.3309
H -0.401272 -0.961266 6.134873 0.2924 -0.1999 -0.0066 0.3307
H 1.312821 -1.473073 6.512245 -0.4991 0.1215 0.0048 0.3894
N 2.270963 -5.437165 -2.746629 0.0652 0.0366 0.0151 0.0440
C 3.084611 -5.464872 -3.845597 -0.0271 -0.0800 -0.0043 -0.6126
C 3.569707 -4.198424 -4.042017 0.0997 -0.0648 -0.0441 -0.3565
C 3.031643 -3.375222 -3.017250 -0.0010 0.0549 0.0907 -0.7271
C 2.238134 -4.168971 -2.232554 -0.0851 -0.0215 0.0418 -0.4444
H 1.774165 -6.226321 -2.373651 0.0294 0.0457 -0.0205 0.2014
H 3.245818 -6.379277 -4.391903 -0.0019 0.0397 -0.0121 0.3948
H 4.236954 -3.894710 -4.832939 -0.0567 0.0236 -0.0064 0.5529
H 3.208174 -2.321618 -2.873092 -0.0025 -0.0270 -0.0052 0.3950
H 1.652037 -3.941787 -1.356979 0.0098 0.0246 -0.0304 0.5286
N 7.270510 -3.663950 -4.556157 0.0116 0.0406 -0.0184 0.0210
C 8.373867 -2.901958 -4.285114 -0.0094 -0.0471 0.0698 -0.5272
C 8.936937 -2.534339 -5.478605 0.0346 0.0372 0.0570 -0.3658
C 8.138749 -3.092196 -6.511604 -0.0469 -0.0207 -0.0593 -0.5057
C 7.117887 -3.780419 -5.911063 -0.0547 -0.0634 0.0395 -0.3535
H 6.664105 -4.074409 -3.867101 -0.0084 0.0447 -0.0512 0.2215
H 8.662556 -2.689077 -3.269372 0.0146 0.0031 -0.0346 0.3671
H 9.822233 -1.931313 -5.598130 -0.0252 -0.0111 0.0065 0.3835
H 8.295701 -2.998296 -7.573813 -0.0100 -0.0020 0.0267 0.3925
H 6.299128 -4.342201 -6.329297 0.0418 0.0045 -0.0180 0.3791
```
Positions in Å, forces in eV/Å.

***

Entry 2:
C29H43BBiBrF3N5S2Si2Te as an isolated structure in a non-equilibrium geometry, computed with ωB97M-V/def2-TZVPD.

electronic energy	-6160.67730	Ha
charge	+2
lowest unoccupied orbital energy	-5.78	eV
energy relative to the best compared isomer or geometry (same formula, charge and spin)	0.600	eV
F_max	1.04	eV/Å
M	1066.3	g/mol

Structure (XYZ):
```
88
Properties=species:S:1:pos:R:3:forces:R:3:mulliken_charge:R:1
Bi 0.671581 -0.203379 -0.000528 0.8504 -0.4276 -0.4072 2.1285
C -0.848224 -3.158091 1.907974 0.0658 0.1215 0.0775 -0.7126
C 0.532697 -2.771177 2.329069 0.0059 0.1063 -0.0291 0.2438
N 1.245837 -1.790675 1.815025 0.2791 -0.0607 -0.1473 0.6740
C 2.547164 -1.777207 2.316515 -0.2138 0.3494 -0.3642 -0.3972
C 2.774411 -2.706733 3.267007 0.1899 -0.1328 0.2010 -0.4762
S 1.374874 -3.643622 3.518277 -0.0531 -0.2269 0.1197 -0.1568
C 3.527544 -0.859117 1.725223 -0.4285 0.0254 -0.2419 -0.4106
C 4.738894 -0.524754 2.223475 0.2340 -0.0096 0.2102 -0.3971
S 5.525417 0.539195 1.153966 0.1895 0.1282 -0.0299 -0.1656
C 4.199356 0.504633 0.087107 -0.0948 -0.0008 0.0058 0.0095
N 3.227143 -0.270285 0.506886 -0.1390 -0.1844 0.1266 0.4655
C 4.155491 1.322609 -1.165515 -0.0651 -0.0865 0.0820 -0.8376
H -1.165350 -2.577697 1.043218 -0.0061 0.0396 0.0167 -0.2458
H -1.555994 -3.007131 2.720254 -0.0765 0.0338 0.0743 0.2760
H -0.879247 -4.212773 1.631851 0.0237 0.0319 0.0013 0.4951
H 3.697077 -2.911138 3.794426 -0.1603 0.0290 -0.0667 0.4683
H 5.196241 -0.837279 3.154036 -0.0813 0.0716 -0.1646 0.4757
H 5.107761 1.812589 -1.354212 0.0197 -0.0198 0.0164 0.5531
H 3.389135 2.095700 -1.074261 0.0292 -0.0258 0.0260 0.0951
H 3.912992 0.694001 -2.025093 0.0058 0.0008 0.0385 0.1592
C 5.117179 -4.087625 -2.676067 -0.1075 0.0410 0.0227 -1.3552
C 3.646275 -3.788040 -2.539645 0.1455 0.0338 0.0191 0.3069
C 2.666122 -4.580833 -3.123186 -0.0329 -0.1450 -0.0986 -0.4476
C 1.322103 -4.280724 -2.958038 -0.0051 -0.1360 -0.1116 -0.8245
C 1.019148 -3.171276 -2.201538 0.1308 0.1699 0.1576 0.2881
Br -0.817012 -2.712911 -1.920522 -0.0238 0.0541 -0.0328 -0.0533
N 1.910530 -2.378201 -1.634130 0.1304 -0.0905 -0.0506 0.2910
C 3.205865 -2.692805 -1.807278 -0.2039 0.1117 0.0785 -0.6594
H 5.289396 -4.917799 -3.358020 -0.0234 0.0144 0.0034 0.3890
H 5.549893 -4.352964 -1.710053 -0.0246 -0.0016 -0.0108 0.3190
H 5.662422 -3.221631 -3.053321 -0.0272 -0.0075 -0.0001 0.3570
H 2.950915 -5.444538 -3.714384 -0.0244 0.0434 0.0373 0.4085
H 0.543792 -4.885849 -3.403449 0.0482 0.0273 0.0302 0.4998
H 3.923087 -2.032619 -1.327706 -0.0838 -0.0229 -0.0122 0.5775
B 1.932871 3.362408 3.014177 -0.1521 0.1751 0.2307 0.6033
C 1.586255 2.346945 1.909054 0.4570 0.5874 0.6102 -0.2616
N 1.308486 1.584377 1.081873 -0.3720 -0.4333 -0.5465 -0.6994
H 2.106947 4.438881 2.475680 -0.0564 -0.2198 0.0400 -0.0830
H 2.913763 2.959633 3.607145 -0.1578 -0.0243 -0.1612 -0.1016
H 0.919544 3.339884 3.699678 0.2110 0.0635 -0.0661 -0.0881
F -0.295439 4.240667 -5.784196 -0.0009 0.0191 -0.0389 -0.2377
C 0.944074 4.063337 -5.314322 0.0165 -0.0763 0.1190 0.6836
F 1.684747 3.508423 -6.275179 -0.0059 0.0589 -0.0425 -0.2538
F 1.454508 5.257678 -5.012341 0.0015 0.0047 -0.0607 -0.2491
C 0.900232 3.172817 -4.087111 -0.0272 0.0769 -0.0829 0.1391
C 0.661494 3.728626 -2.842139 -0.0304 0.0452 0.0382 -1.0207
C 0.594895 2.887858 -1.748581 0.1201 -0.3792 0.0860 -0.8588
N 0.744138 1.556572 -1.858152 0.2214 0.1173 -0.2728 1.0270
C 0.973034 1.028533 -3.073982 -0.0178 0.1856 0.3070 -0.2441
C 1.060420 1.804812 -4.213749 0.0349 -0.1570 0.0049 -0.9509
H 0.541517 4.796279 -2.721822 0.0058 0.0018 0.0231 0.5431
H 0.445854 3.282470 -0.749867 -0.0043 -0.0473 -0.0222 0.4929
H 1.087751 -0.052605 -3.125070 -0.0206 0.1033 0.0130 0.3226
H 1.252880 1.352251 -5.176825 0.0001 -0.0062 0.0262 0.5590
C -2.208386 0.944968 -2.663661 0.1423 -0.0862 -0.3496 0.0754
Si -3.538464 1.277800 -1.414358 -0.0090 0.0606 0.1434 -0.0950
C -4.694685 2.595261 -1.990841 -0.2527 0.1674 -0.2068 -1.0893
C -4.435891 -0.304540 -1.064011 -0.1600 -0.2425 0.0650 -0.8898
C -2.731393 2.032962 0.126284 0.0825 0.0551 0.1290 -1.0026
Te -1.668243 0.878153 1.576503 -0.5041 0.2499 0.3741 -0.1725
C -3.293294 -0.344054 2.226394 0.0287 -0.0131 -0.0208 -0.7497
Si -3.492073 -0.238540 4.134365 0.2349 0.0563 -0.1336 0.2548
C -3.972412 1.515228 4.481339 -0.1679 0.2383 -0.0416 -1.0673
C -1.857890 -0.627218 4.959575 0.1410 -0.1339 0.0548 -0.8907
C -4.808372 -1.447861 4.584502 -0.3065 -0.2152 0.0685 -1.0456
H -2.652472 0.460694 -3.543939 0.0950 0.0754 0.1328 0.4823
H -1.438654 0.265908 -2.277720 -0.1912 0.0678 -0.1088 -0.3846
H -1.726737 1.871523 -3.002034 -0.0822 -0.1827 0.0585 0.0169
H -5.121503 2.338576 -2.967840 0.0321 0.0648 0.1362 0.3487
H -4.190628 3.561582 -2.090031 -0.0658 -0.0635 -0.0056 0.3659
H -5.525395 2.716264 -1.287567 0.0708 0.0289 -0.0885 0.3143
H -4.913054 -0.641085 -1.992559 0.0546 0.0093 0.1235 0.3971
H -5.229989 -0.181768 -0.320765 0.0817 -0.0568 -0.0792 0.3438
H -3.764673 -1.103671 -0.729918 -0.0795 0.0410 0.0023 0.1988
H -3.485270 2.533370 0.741290 0.0324 0.0035 -0.0045 0.7116
H -2.030774 2.813442 -0.187802 -0.0244 -0.0117 0.0553 0.5414
H -3.201730 -1.352453 1.828484 0.0137 -0.0209 -0.0103 0.5285
H -4.161353 0.122110 1.754269 0.0059 -0.0756 -0.0081 0.2190
H -3.156270 2.202999 4.241846 -0.0426 0.0302 0.0180 0.3402
H -4.218222 1.662500 5.537491 0.0259 -0.0325 -0.0935 0.3656
H -4.852490 1.803936 3.893263 0.1076 0.0089 0.1129 0.3361
H -0.998631 -0.379037 4.326577 0.0188 -0.0034 0.0582 0.1712
H -1.776340 -1.680399 5.252418 -0.0020 0.1142 -0.0704 0.2901
H -1.753650 -0.028179 5.870544 -0.0098 -0.0916 -0.0835 0.4251
H -5.756866 -1.166060 4.114042 0.0671 -0.0931 0.0770 0.3240
H -4.968944 -1.466939 5.668603 0.0166 -0.0061 -0.1442 0.3461
H -4.557738 -2.465172 4.263617 -0.0498 0.1073 0.0576 0.3274
```
Positions in Å, forces in eV/Å.

***

Among the records above, which one has the highest electronic energy?
C23H41BrN3O8P

***

Which value of electronic energy does entry 1 give?
-4582.46375 Ha

***

Among the records above, which one has the highest electronic energy?
C23H41BrN3O8P

***

Which value of M does entry 1 give?
598.5 g/mol